[1]
{
  "formula": "C3H8F2N2",
  "method": "the ωB97M-V functional and the def2-TZVPD basis",
  "species": ["C", "C", "C", "N", "N", "F", "F", "H", "H", "H", "H", "H", "H", "H", "H"],
  "positions_angstrom": [[-0.31511, -1.03459, -1.35977], [0.13986, 0.42160, 0.53919], [-0.88030, 0.01593, -0.48444], [0.24596, -0.52603, 1.56547], [1.34377, 0.72064, -0.12732], [-1.98716, -0.35744, 0.18977], [-1.16118, 1.12987, -1.24679], [-0.62477, -0.86861, -2.31975], [-0.55964, -2.07378, -1.07583], [0.67882, -0.85996, -1.36077], [-0.36986, 2.13789, 1.27804], [-0.61205, -0.91675, 1.96556], [0.85629, -0.27922, 2.33103], [2.12083, 0.82099, 0.49570], [1.12454, 1.66944, -0.39010]],
  "forces_ev_per_a": [[-2.221, -1.972, 1.303], [0.004, 1.149, 2.664], [-0.214, 1.093, 0.457], [-0.251, -0.142, 0.218], [-0.152, 1.174, 0.281], [-0.877, -0.100, -0.216], [-0.262, -0.355, 0.170], [-1.158, 0.304, -2.545], [0.096, 0.667, 0.160], [3.260, -0.043, -0.067], [0.400, -2.601, -1.173], [0.288, 0.526, -0.675], [0.166, 0.152, -0.265], [0.371, -0.213, 0.546], [0.549, 0.361, -0.859]],
  "lowdin_charge": [0.028, -0.450, -0.590, 0.101, 0.059, 0.081, 0.054, 0.068, 0.120, 0.037, 0.117, 0.109, 0.096, 0.089, 0.081],
  "gap_ev": 8.82,
  "homo_ev": -8.23,
  "total_charge": 0
}

=====

[2]
{
  "formula": "C3H9NO3",
  "method": "the ωB97M-V functional and the def2-TZVPD basis",
  "species": ["C", "O", "H", "H", "H", "H", "C", "C", "O", "O", "N", "H", "H", "H", "H", "H"],
  "positions_angstrom": [[-0.48024, -2.13175, -0.41117], [0.71412, -1.39469, -0.35682], [0.74603, -0.56050, -1.11674], [-1.32084, -1.50209, -0.73314], [-0.70550, -2.53594, 0.58016], [-0.38923, -2.97609, -1.10516], [-0.26381, 1.03952, 1.30006], [0.67822, 1.08131, 0.14384], [-0.99424, 1.50689, -1.31432], [1.99209, 0.91864, 0.36736], [0.36560, 1.14304, -1.12190], [-0.98657, 1.93845, -2.17732], [2.11656, 0.37550, 1.15684], [-0.12675, 1.94208, 1.89876], [-1.29661, 0.98612, 0.96928], [-0.04881, 0.16952, 1.92028]],
  "forces_ev_per_a": [[-0.185, 0.124, -0.507], [0.709, 2.362, -2.341], [-0.464, -3.473, 2.690], [-0.024, -0.155, 0.077], [0.088, 0.091, -0.016], [-0.120, 0.022, 0.024], [0.046, 0.476, -0.038], [-0.658, -0.131, -1.530], [0.131, -0.274, 0.234], [-0.107, 0.043, 0.103], [0.366, 1.107, 1.338], [0.130, -0.184, 0.094], [-0.012, 0.010, -0.086], [-0.066, -0.037, 0.087], [0.051, 0.036, -0.079], [0.114, -0.016, -0.051]],
  "lowdin_charge": [-0.191, -0.227, 0.152, 0.074, 0.075, 0.071, 0.010, -0.467, -0.073, 0.083, 0.009, 0.093, 0.121, 0.094, 0.081, 0.093],
  "gap_ev": 9.91,
  "homo_ev": -9.17,
  "total_charge": 0
}

=====

[3]
{
  "formula": "C45H105N15O15",
  "method": "the ωB97M-V functional and the def2-TZVPD basis",
  "species": ["C", "O", "N", "C", "C", "H", "H", "H", "H", "H", "H", "H", "C", "O", "N", "C", "C", "H", "H", "H", "H", "H", "H", "H", "C", "O", "N", "C", "C", "H", "H", "H", "H", "H", "H", "H", "C", "O", "N", "C", "C", "H", "H", "H", "H", "H", "H", "H", "C", "O", "N", "C", "C", "H", "H", "H", "H", "H", "H", "H", "C", "O", "N", "C", "C", "H", "H", "H", "H", "H", "H", "H", "C", "O", "N", "C", "C", "H", "H", "H", "H", "H", "H", "H", "C", "O", "N", "C", "C", "H", "H", "H", "H", "H", "H", "H", "C", "O", "N", "C", "C", "H", "H", "H", "H", "H", "H", "H", "C", "O", "N", "C", "C", "H", "H", "H", "H", "H", "H", "H", "C", "O", "N", "C", "C", "H", "H", "H", "H", "H", "H", "H", "C", "O", "N", "C", "C", "H", "H", "H", "H", "H", "H", "H", "C", "O", "N", "C", "C", "H", "H", "H", "H", "H", "H", "H", "C", "O", "N", "C", "C", "H", "H", "H", "H", "H", "H", "H", "C", "O", "N", "C", "C", "H", "H", "H", "H", "H", "H", "H"],
  "positions_angstrom": [[-1.41013, 4.72019, 1.14114], [-0.41200, 4.13975, 0.75017], [-1.94714, 4.52683, 2.38245], [-3.00060, 5.39129, 2.87063], [-1.31314, 3.59201, 3.28697], [-1.94091, 5.47357, 0.53689], [-3.43933, 5.97294, 2.05592], [-2.66888, 6.07125, 3.65788], [-3.78196, 4.72733, 3.24720], [-2.05587, 3.08659, 3.90142], [-0.76394, 2.84453, 2.72324], [-0.63519, 4.14440, 3.94544], [-4.04094, -1.09242, -1.92788], [-4.35983, -1.34333, -0.76670], [-4.79257, -1.25174, -3.01909], [-4.33138, -0.85085, -4.34068], [-6.09662, -1.87450, -2.87972], [-3.05700, -0.64511, -2.12880], [-3.35931, -0.35364, -4.21050], [-5.04620, -0.12742, -4.74607], [-4.13186, -1.68062, -5.01733], [-6.23301, -2.38619, -1.93264], [-6.81964, -1.04711, -2.92976], [-6.35362, -2.47363, -3.74990], [-1.56309, -0.64118, 5.52493], [-1.99354, 0.48179, 5.44972], [-0.58037, -1.20457, 4.80347], [-0.28469, -2.65102, 4.88168], [0.01901, -0.47101, 3.68868], [-1.92278, -1.36674, 6.27440], [-0.62944, -3.17868, 5.77503], [0.78391, -2.82949, 4.73549], [-0.73264, -3.15015, 4.00792], [-0.33191, -0.93945, 2.76787], [-0.34760, 0.56290, 3.71856], [1.10894, -0.49519, 3.67512], [4.50483, 1.00533, -0.87552], [3.66053, 0.36310, -1.40512], [4.70242, 2.33713, -0.86509], [3.77189, 3.16379, -1.64814], [5.88706, 3.00354, -0.24594], [5.29617, 0.50191, -0.30591], [3.37273, 4.03266, -1.12245], [3.00009, 2.51617, -2.06174], [4.36133, 3.55424, -2.47560], [5.59203, 3.74851, 0.48597], [6.56976, 2.22969, 0.13201], [6.41755, 3.57572, -1.02316], [0.75255, 2.59417, -4.69821], [0.49603, 1.41716, -4.96335], [0.39351, 3.22182, -3.62645], [-0.42650, 2.60290, -2.61237], [0.74664, 4.68222, -3.51353], [1.20569, 3.25628, -5.45173], [-0.68730, 1.54821, -2.79757], [-1.35766, 3.15835, -2.46433], [0.10810, 2.77719, -1.67907], [1.44086, 4.95231, -4.32132], [-0.16947, 5.26251, -3.61184], [1.22582, 4.91934, -2.56399], [6.12002, -3.82138, -0.91352], [7.33556, -3.76553, -0.68871], [5.42634, -3.01010, -1.74808], [3.99820, -3.28495, -1.96673], [6.16158, -2.04400, -2.55204], [5.51335, -4.65994, -0.52846], [3.75426, -3.57695, -2.99564], [3.49569, -2.38691, -1.62289], [3.66924, -4.06399, -1.26958], [6.24129, -2.32485, -3.61362], [5.54033, -1.13182, -2.47525], [7.16080, -1.91770, -2.11438], [-3.74205, -3.99329, 3.87474], [-2.86631, -4.62075, 3.30518], [-4.15415, -2.76097, 3.56488], [-5.08244, -2.01872, 4.42061], [-3.68654, -2.08737, 2.36704], [-4.28894, -4.38265, 4.75587], [-5.87221, -1.57681, 3.80817], [-4.52118, -1.18117, 4.86526], [-5.57965, -2.64508, 5.17013], [-2.90576, -1.34382, 2.56574], [-3.21598, -2.81606, 1.69171], [-4.52480, -1.59748, 1.88113], [0.12585, -0.71433, -1.34952], [-0.79906, -1.25734, -1.91440], [0.01790, 0.07754, -0.21918], [1.19273, 0.74605, 0.37927], [-1.32765, 0.50019, 0.23832], [1.19306, -0.80779, -1.62472], [2.09258, 0.12187, 0.30009], [0.94183, 1.02349, 1.39696], [1.41639, 1.70502, -0.11779], [-1.45415, 1.56417, 0.51070], [-2.07908, 0.07868, -0.44489], [-1.41768, -0.13821, 1.12432], [2.11885, -1.22386, -6.75676], [2.05294, -1.71111, -7.82790], [3.16208, -1.38442, -5.93271], [3.26900, -0.58352, -4.73129], [4.29256, -2.22283, -6.36621], [1.38672, -0.52431, -6.33805], [4.12423, 0.08209, -4.79880], [3.52791, -1.27418, -3.92460], [2.36151, -0.02181, -4.50522], [4.75011, -2.69849, -5.49644], [3.97069, -2.92620, -7.13822], [5.04359, -1.54208, -6.78825], [3.84323, 5.27752, 2.96792], [4.91628, 5.67593, 3.19983], [3.54981, 3.95402, 2.86226], [4.51728, 2.90675, 3.16738], [2.18783, 3.49156, 2.55805], [2.95708, 5.86065, 2.72748], [4.17515, 2.25594, 3.97194], [5.52173, 3.27563, 3.37832], [4.48972, 2.28294, 2.27046], [2.27397, 2.82618, 1.68333], [1.72926, 2.90360, 3.37077], [1.57062, 4.33905, 2.26285], [6.50395, -0.46086, 4.14628], [7.51427, -0.60292, 3.49253], [5.22008, -0.71572, 3.80964], [4.14734, -0.69493, 4.81161], [4.95562, -1.28892, 2.49737], [6.59351, -0.15545, 5.20939], [4.07250, -1.68831, 5.25374], [3.18205, -0.43930, 4.38108], [4.42661, -0.02212, 5.63250], [5.85185, -1.29642, 1.87989], [4.66443, -2.33485, 2.66425], [4.11028, -0.82190, 1.97766], [-4.26565, 2.63855, -1.56921], [-3.44331, 3.21460, -0.90874], [-5.58364, 2.84876, -1.58532], [-6.52098, 1.95801, -2.27701], [-6.11363, 3.90929, -0.75747], [-3.96951, 1.83309, -2.25847], [-7.18498, 2.41554, -3.02534], [-7.17904, 1.57898, -1.49205], [-5.92093, 1.16112, -2.74162], [-5.47233, 4.80774, -0.78350], [-7.01351, 4.17647, -1.30520], [-6.40208, 3.59064, 0.25375], [-6.04398, 0.64122, 0.97389], [-7.18062, 0.27740, 0.79650], [-5.61823, 1.03775, 2.13477], [-4.26830, 1.54811, 2.27808], [-6.51345, 1.10091, 3.32312], [-5.26695, 0.61972, 0.18112], [-4.42348, 2.58119, 2.60623], [-3.62477, 1.53864, 1.40344], [-3.81435, 1.02754, 3.12710], [-6.79618, 2.14531, 3.41812], [-7.39524, 0.46845, 3.17198], [-5.94841, 0.87090, 4.22393], [-1.59598, -3.40308, -4.17527], [-2.37978, -3.28441, -5.08870], [-0.29854, -3.85334, -4.32379], [0.68788, -3.72687, -3.23112], [0.22350, -4.13785, -5.63621], [-1.77736, -3.09608, -3.13321], [0.10682, -3.52953, -2.33183], [1.49410, -2.98600, -3.36524], [1.14652, -4.72165, -3.11639], [-0.61354, -4.17070, -6.34734], [0.94771, -3.39713, -5.98468], [0.68588, -5.12651, -5.57647], [2.04311, -3.58857, 1.60947], [2.29348, -2.65702, 0.88267], [0.84517, -4.13383, 1.76636], [-0.33615, -3.66384, 1.04120], [0.64596, -5.31558, 2.58585], [2.79739, -4.12319, 2.22068], [-1.18694, -3.64256, 1.72494], [-0.64172, -4.43806, 0.31712], [-0.15150, -2.71035, 0.53497], [1.56037, -5.54563, 3.15069], [-0.17104, -5.07950, 3.26065], [0.32477, -6.14872, 1.95610]],
  "forces_ev_per_a": [[0.117, -0.164, 0.784], [-0.069, -0.009, -0.290], [0.218, 0.424, -1.189], [-0.343, -0.628, -0.089], [-0.126, 0.335, 0.303], [-0.040, -0.145, 0.058], [0.225, -0.078, 0.022], [0.061, -0.069, 0.031], [-0.175, 0.321, 0.271], [-0.114, 0.006, 0.037], [0.081, 0.080, -0.097], [0.114, -0.255, 0.077], [0.577, 0.510, 0.608], [-0.122, -0.160, -0.362], [0.012, -1.008, 0.047], [0.461, 0.492, 0.445], [-0.770, 1.246, -0.620], [0.018, -0.092, -0.269], [-0.280, 0.005, -0.075], [0.094, -0.142, -0.231], [-0.359, -0.138, 0.109], [0.297, -0.070, -0.080], [-0.242, -0.205, 0.298], [0.399, -0.427, 0.085], [0.230, -1.263, 0.748], [-0.272, 0.917, -0.393], [0.851, -0.370, -0.161], [-0.064, 0.154, -1.207], [-0.694, -0.148, -0.034], [-0.250, 0.051, 0.105], [-0.041, 0.593, 0.030], [0.068, 0.267, 0.400], [-0.197, 0.103, 0.281], [0.136, 0.064, -0.228], [0.165, -0.302, 0.048], [-0.034, -0.081, 0.272], [2.985, 0.755, 1.723], [-2.262, -0.940, -1.540], [-0.602, 1.197, 0.198], [0.993, -0.151, -0.309], [-0.498, -0.603, -1.264], [0.301, -0.134, 0.262], [-0.079, -0.304, 0.367], [-0.110, 0.133, 0.197], [-0.121, 0.212, -0.341], [-0.141, -0.263, 0.437], [-0.321, 0.378, 0.170], [-0.082, -0.324, 0.040], [-0.244, -1.921, -2.667], [0.378, 0.453, 0.220], [0.109, 2.520, 1.421], [-0.267, 0.534, 0.944], [-0.457, -1.187, -0.165], [0.424, -0.133, 0.018], [0.603, 0.532, -0.148], [-0.059, 0.030, -0.270], [-0.109, -0.596, 0.360], [-0.309, -0.197, 0.232], [0.020, 0.160, 0.066], [-0.101, -0.225, 0.107], [1.689, -0.481, -0.416], [-1.627, 0.185, -0.150], [0.338, -1.373, 0.055], [0.630, 0.523, 0.645], [-0.973, 0.622, 0.383], [-0.082, 0.297, 0.289], [0.151, 0.202, 0.162], [-0.601, 0.177, -0.470], [0.218, 0.009, -0.273], [-0.029, -0.134, 0.319], [0.693, 0.000, -0.311], [-0.421, 0.017, -0.171], [-0.022, -0.099, 0.510], [0.087, -0.097, -0.116], [-0.502, 0.410, 0.045], [0.297, 0.308, -0.480], [0.549, -0.283, -0.263], [0.159, -0.140, -0.106], [0.040, -0.105, -0.081], [-0.330, -0.255, 0.259], [0.480, 0.047, -0.092], [-0.138, 0.104, 0.288], [-0.496, 0.177, 0.184], [0.010, -0.024, -0.191], [0.904, 1.099, 1.730], [-0.270, 0.037, -0.206], [-0.089, 0.619, -1.251], [-0.388, 0.055, -0.892], [0.607, -1.660, 0.574], [-0.174, -0.236, -0.195], [-0.486, 0.018, 0.243], [0.059, -0.345, 0.324], [-0.152, -0.242, -0.057], [0.342, -0.442, -0.581], [0.255, 0.642, 0.060], [-0.714, 0.551, 0.402], [0.260, 1.756, 2.132], [-0.668, -1.598, -3.249], [0.393, -0.533, 0.406], [0.731, -0.909, 0.263], [-0.170, 1.203, 0.262], [-0.406, 0.038, 0.041], [0.115, 0.460, -0.098], [-0.292, 0.229, 0.352], [0.048, -0.193, -0.187], [-0.195, -0.211, -0.088], [0.008, 0.123, 0.336], [0.112, -0.302, -0.129], [-2.764, -2.450, -0.986], [3.560, 2.021, 0.948], [-0.890, -0.483, 0.775], [-0.551, -0.128, -0.794], [1.034, -0.183, -0.502], [-0.338, 0.704, 0.015], [-0.067, 0.184, 0.308], [-0.297, 0.163, -0.143], [0.603, -0.308, 0.021], [-0.255, 0.195, 0.219], [0.183, 0.382, -0.046], [-0.087, -0.150, 0.156], [0.374, -0.084, 1.390], [-0.420, 0.052, -0.595], [-0.173, 0.573, -0.768], [1.103, -0.402, 0.043], [-0.585, -0.780, 0.326], [-0.184, 0.199, -0.086], [-0.277, -0.195, 0.055], [0.148, 0.262, -0.116], [-0.217, 0.040, -0.345], [-0.003, 0.223, 0.170], [0.004, 0.010, -0.289], [0.224, 0.152, 0.158], [-0.358, -1.380, -1.182], [0.831, 1.031, 1.032], [-0.013, 0.402, -0.053], [0.251, -0.118, 0.607], [-0.723, 0.456, -0.818], [0.037, -0.173, -0.144], [0.602, 0.369, 0.096], [0.010, -0.565, -0.211], [-0.449, 0.117, 0.204], [-0.052, -0.677, 0.332], [-0.421, 0.385, 0.402], [0.325, 0.083, -0.152], [-0.121, -0.715, -1.633], [-1.540, -0.469, -0.890], [1.192, 0.193, 2.147], [-0.628, 0.611, 1.666], [0.739, 0.483, -1.090], [-0.229, 0.063, 0.229], [0.615, 0.234, -0.099], [-0.408, -0.264, -0.227], [0.398, 0.012, -0.192], [-0.465, 0.167, 0.148], [0.406, 0.183, 0.027], [0.032, -0.356, -0.054], [1.860, 0.168, 0.182], [-0.548, -0.156, -0.104], [-0.070, 1.138, 0.554], [-0.923, -1.090, -0.265], [-0.414, -0.487, -0.287], [-0.298, -0.153, -0.058], [0.320, 0.228, 0.115], [-0.590, -0.009, -0.269], [0.139, 0.284, 0.068], [0.329, 0.005, 0.235], [-0.022, -0.059, 0.145], [0.190, 0.050, -0.341], [0.254, -0.562, 0.232], [0.489, 0.968, -0.501], [-0.959, -0.269, 0.037], [-0.063, -0.662, -0.145], [-0.100, 0.410, -0.064], [0.160, 0.238, -0.065], [0.121, 0.381, 0.146], [0.282, 0.327, -0.122], [-0.006, -0.284, 0.249], [-0.330, -0.049, -0.258], [-0.106, -0.338, 0.319], [0.193, -0.129, 0.134]],
  "lowdin_charge": [-0.322, -0.020, -0.185, -0.054, -0.046, 0.137, 0.088, 0.091, 0.073, 0.082, 0.063, 0.098, -0.361, -0.019, -0.181, -0.044, -0.025, 0.099, 0.094, 0.086, 0.073, 0.091, 0.083, 0.091, -0.382, 0.008, -0.157, -0.032, -0.028, 0.135, 0.097, 0.083, 0.055, 0.069, 0.079, 0.070, -0.391, 0.010, -0.157, -0.038, -0.022, 0.132, 0.087, 0.073, 0.088, 0.073, 0.095, 0.089, -0.376, -0.022, -0.166, -0.018, -0.011, 0.135, 0.093, 0.081, 0.070, 0.085, 0.086, 0.075, -0.335, -0.018, -0.177, -0.060, -0.033, 0.129, 0.080, 0.062, 0.078, 0.083, 0.067, 0.091, -0.351, -0.009, -0.168, -0.036, -0.025, 0.136, 0.076, 0.082, 0.093, 0.075, 0.087, 0.076, -0.320, -0.010, -0.141, -0.050, -0.021, 0.135, 0.067, 0.059, 0.068, 0.081, 0.066, 0.059, -0.408, 0.037, -0.183, -0.054, -0.023, 0.125, 0.087, 0.050, 0.069, 0.064, 0.089, 0.093, -0.389, 0.060, -0.182, -0.040, -0.053, 0.128, 0.076, 0.097, 0.071, 0.066, 0.089, 0.066, -0.367, 0.022, -0.187, -0.050, -0.038, 0.133, 0.085, 0.059, 0.087, 0.087, 0.084, 0.074, -0.378, 0.008, -0.181, -0.028, -0.036, 0.131, 0.095, 0.082, 0.068, 0.098, 0.085, 0.093, -0.426, 0.008, -0.170, -0.035, -0.010, 0.120, 0.076, 0.073, 0.076, 0.086, 0.093, 0.076, -0.314, 0.007, -0.178, -0.051, -0.043, 0.116, 0.059, 0.073, 0.089, 0.093, 0.069, 0.089, -0.373, 0.001, -0.182, -0.014, -0.043, 0.133, 0.049, 0.105, 0.075, 0.094, 0.061, 0.097],
  "gap_ev": 8.96,
  "homo_ev": -8.75,
  "total_charge": 0
}